165
Properties=species:S:1:pos:R:3:forces:R:3 method="wB97M-V/def2-TZVPD" molar_mass_g_mol=1283.20 fmax_ev_per_a=2.511 charge=-1 e_homo_ev=-4.925
C 4.9895 -8.0842 3.2071 0.0 -0.2 -0.5
C 4.0405 -8.1352 1.9915 0.0 0.2 0.1
C 4.1990 -6.9185 1.0687 0.5 -0.6 -0.1
C 3.3830 -7.0504 -0.2383 -0.2 0.3 0.9
C 2.2995 -5.9423 -0.4207 0.3 -1.3 -0.3
C 2.6003 -5.0314 -1.6228 -0.6 0.1 0.2
P 2.7605 -3.1531 -1.3830 0.6 -1.2 -0.4
C 4.6684 -3.4723 -1.0898 0.7 0.4 -0.3
C 5.5511 -3.4205 -2.2840 0.4 -0.8 -0.1
N 6.1992 -4.4621 -2.6692 -0.1 0.2 0.0
C 0.8491 -2.9713 -1.2616 -0.1 0.7 0.3
C 0.2500 -1.5638 -1.4397 -0.7 -0.6 -0.1
C -1.2379 -1.6377 -1.8715 0.6 0.5 -0.3
C -2.0063 -0.3406 -1.5588 0.6 0.2 -0.1
N -2.7935 -0.2807 -0.3045 -0.9 -1.3 -0.6
C -4.2313 -0.0144 -0.4678 0.4 1.0 0.7
C -4.5289 1.4425 -0.0726 -0.7 0.1 -0.3
C -6.0376 1.6015 0.2617 0.8 -0.2 0.3
C -6.2407 1.4030 1.7730 0.0 0.1 -0.5
C -2.4967 -1.2602 0.6570 0.3 0.1 0.3
S -1.3526 -1.0232 1.7976 -0.1 -0.1 -0.2
S -3.3468 -2.8239 0.7484 0.1 0.3 -0.1
C -4.2740 -3.0268 -0.8084 -0.1 0.3 -0.2
C -4.2133 -4.4723 -1.3261 -0.7 0.0 0.5
C -5.4704 -5.2550 -0.9018 0.5 0.0 -0.2
C 2.8829 -3.0265 -3.3215 -1.5 0.3 0.1
F 3.5056 -1.8428 -3.7699 0.5 -0.2 -0.1
C 1.5494 -3.0267 -4.0960 0.9 -0.3 -1.3
C 1.8738 -3.1918 -5.6074 -0.5 0.4 0.3
O 3.0646 -1.4096 -1.3545 0.3 0.3 0.6
C 3.1589 -0.8058 -0.1526 -2.2 -1.2 0.4
F 4.4073 -0.2831 0.1268 0.2 0.4 -0.2
C 2.7666 -1.8417 0.9584 -0.4 -1.1 0.6
P 4.0113 -2.0871 2.3176 0.9 0.2 -0.4
O 3.7194 -0.7890 3.3225 -0.3 -0.6 -0.3
Br 3.1244 -3.8378 3.4925 -0.3 0.3 0.0
O 2.7175 -3.1268 0.4145 0.5 0.2 -0.1
H 5.8645 -8.7086 3.0079 0.0 0.1 0.1
H 4.5149 -8.4571 4.1156 0.1 0.1 0.0
H 5.3484 -7.0644 3.3582 -0.1 0.0 0.2
H 4.2440 -9.0346 1.4017 -0.1 0.0 0.1
H 2.9993 -8.2205 2.3199 0.0 0.1 0.0
H 3.9804 -6.0024 1.6218 -0.1 0.0 -0.1
H 5.2694 -6.8812 0.8239 -0.1 0.2 0.0
H 4.0707 -7.0767 -1.0773 -0.1 0.2 -0.1
H 2.8937 -8.0293 -0.2172 0.0 0.0 -0.1
H 1.3710 -6.4867 -0.6289 -0.1 0.2 0.1
H 2.1604 -5.4820 0.5577 0.0 0.5 -0.3
H 1.8211 -5.2011 -2.3782 0.0 0.1 0.1
H 3.5109 -5.3767 -2.1190 0.1 0.1 0.2
H 5.0857 -2.7830 -0.3453 -0.3 0.3 -0.2
H 4.8004 -4.4586 -0.6386 -0.1 0.0 -0.1
H 5.6594 -2.5166 -2.8912 -0.3 0.3 0.4
H 6.7370 -4.2263 -3.5049 0.0 -0.1 0.0
H 0.5959 -3.2395 -0.2313 0.1 -0.2 0.0
H 0.3087 -3.7269 -1.8392 0.2 0.2 -0.4
H 0.7553 -0.9617 -2.1970 0.2 0.0 0.2
H 0.3093 -1.0348 -0.4858 0.1 0.1 -0.1
H -1.2026 -1.7155 -2.9652 -0.2 -0.2 0.0
H -1.7150 -2.5537 -1.5238 -0.1 0.1 0.2
H -2.6569 -0.1008 -2.4059 -0.3 0.0 0.3
H -1.2660 0.4682 -1.5350 0.0 0.0 0.0
H -4.5851 -0.1964 -1.4855 0.0 -0.1 0.0
H -4.7892 -0.6267 0.2448 0.0 -0.2 -0.2
H -3.9411 1.7053 0.8090 0.1 -0.1 -0.1
H -4.2444 2.1382 -0.8684 0.1 -0.2 0.0
H -6.4023 2.5843 -0.0396 -0.1 0.0 0.0
H -6.5727 0.8327 -0.3045 -0.3 0.2 0.0
H -7.2559 1.6784 2.0640 0.0 -0.1 0.2
H -6.0241 0.3728 2.0667 -0.1 0.0 0.0
H -5.5277 2.0378 2.2990 -0.2 0.1 0.1
H -5.3084 -2.7303 -0.6123 0.0 -0.1 -0.1
H -3.9138 -2.3200 -1.5559 0.3 -0.1 0.2
H -4.1741 -4.4760 -2.4162 0.2 0.1 0.0
H -3.3326 -4.9795 -0.9295 0.1 0.1 -0.2
H -5.4212 -6.2515 -1.3455 -0.2 0.0 0.1
H -6.3692 -4.7401 -1.2454 0.0 -0.1 0.0
H -5.5279 -5.3638 0.1831 0.0 0.0 0.0
H 3.4187 -3.8881 -3.7339 0.5 0.2 0.3
H 0.9252 -3.8832 -3.8481 -0.1 0.2 0.4
H 1.0221 -2.0774 -4.0110 -0.1 -0.1 0.5
H 2.5450 -2.4044 -5.9509 0.2 -0.2 0.1
H 2.3022 -4.1789 -5.7897 0.1 0.1 -0.2
H 0.9531 -3.0763 -6.1910 0.1 -0.2 0.0
H 2.3539 -0.0587 -0.1327 0.8 0.9 0.3
H 1.7824 -1.6481 1.4193 0.1 0.6 -0.2
H 4.2084 -0.9826 4.1301 0.0 0.3 0.1
C 5.8202 -10.0898 -5.2725 0.0 -0.3 0.1
C 4.5551 -9.5471 -4.6562 0.4 -0.1 -0.1
C 4.7489 -8.4068 -3.6876 -0.1 0.3 -0.1
O 3.5977 -8.5399 -2.8436 -0.1 -0.3 -0.3
C 3.2373 -9.8425 -2.8487 0.0 0.0 0.1
O 2.4388 -10.3323 -2.1175 0.0 0.0 0.0
O 3.9239 -10.5238 -3.8075 -0.1 0.1 0.0
H 5.6302 -11.0525 -5.7478 -0.1 0.1 -0.1
H 6.2073 -9.3984 -6.0206 0.0 0.0 0.0
H 6.5878 -10.2482 -4.5138 0.0 0.1 0.0
H 3.8385 -9.2779 -5.4384 0.0 0.0 0.0
H 4.7632 -7.4290 -4.1634 -0.1 0.1 0.1
H 5.6428 -8.5172 -3.0695 0.0 -0.1 -0.1
C -6.0663 3.0461 6.1823 0.0 -0.2 -0.2
C -6.3078 4.2564 5.3154 0.1 -0.3 0.4
C -7.6886 4.8575 5.4149 0.0 0.2 0.1
O -7.8324 5.4815 4.1299 0.0 -0.1 0.0
C -7.0606 4.7869 3.2610 0.0 -0.1 -0.1
O -7.0784 4.9255 2.0785 -0.2 0.0 0.0
O -6.2623 3.9155 3.9153 0.0 0.3 0.0
H -5.1608 2.5277 5.8690 0.1 0.1 0.1
H -5.9585 3.3401 7.2261 0.0 0.0 0.0
H -6.8900 2.3352 6.1020 0.0 0.0 0.0
H -5.5370 5.0110 5.4961 0.0 0.1 -0.1
H -7.7848 5.5917 6.2111 0.0 0.1 -0.1
H -8.4710 4.1023 5.5197 0.1 -0.1 0.0
C -2.4251 5.7665 0.0712 0.1 0.3 -0.1
C -2.9230 5.9456 1.4824 0.1 0.0 -0.4
C -4.4017 6.2039 1.6140 0.1 -0.3 0.0
O -4.4659 6.9323 2.8586 0.5 -0.3 0.0
C -3.2765 7.5684 3.0078 0.1 0.0 -0.1
O -3.0624 8.3957 3.8382 -0.1 0.1 0.0
O -2.3835 7.1444 2.0902 -0.1 0.0 0.2
H -1.3386 5.8405 0.0384 0.0 -0.1 0.0
H -2.7217 4.7917 -0.3149 0.0 0.0 0.1
H -2.8240 6.5404 -0.5864 0.0 0.0 0.0
H -2.6150 5.0975 2.1003 0.0 0.0 0.1
H -4.9944 5.3000 1.6687 -0.1 0.0 0.1
H -4.7928 6.8444 0.8189 0.1 0.0 0.0
C -6.9807 8.5797 2.5994 -0.1 -0.3 -0.4
C -7.1304 9.7894 1.7125 0.0 -0.3 0.4
C -8.4889 10.4453 1.7306 0.0 0.2 0.0
O -8.5403 11.0644 0.4377 0.0 -0.1 0.0
C -7.7478 10.3350 -0.3899 0.0 -0.1 -0.1
O -7.7025 10.4673 -1.5686 0.0 0.0 0.0
O -7.0211 9.4359 0.3192 0.0 0.2 0.0
H -6.0776 8.0206 2.3421 -0.4 0.4 0.2
H -6.9154 8.8766 3.6466 0.1 0.0 0.0
H -7.8267 7.8997 2.4807 0.0 0.0 0.0
H -6.3423 10.5169 1.9304 0.0 0.1 -0.1
H -8.6000 11.1893 2.5161 0.0 0.1 -0.1
H -9.3037 9.7205 1.7979 0.1 -0.1 0.0
C -0.2675 9.8341 4.7325 0.2 -0.1 -0.3
C 0.5138 11.1212 4.6504 -0.3 -0.4 0.1
C -0.2159 12.2730 4.0042 -0.1 0.2 0.1
O 0.8669 13.0669 3.5000 0.0 -0.1 0.0
C 1.9057 12.2252 3.2587 0.1 -0.1 -0.1
O 2.8941 12.5266 2.6748 0.0 0.0 0.0
O 1.6518 10.9976 3.7755 0.0 0.2 0.0
H 0.3944 9.0006 4.9671 0.0 0.1 0.1
H -1.0358 9.8987 5.5019 0.0 0.0 0.0
H -0.7510 9.6028 3.7846 0.0 0.0 0.0
H 0.8891 11.4012 5.6397 0.0 0.1 0.0
H -0.8200 12.8489 4.7015 0.1 0.1 0.0
H -0.8351 11.9575 3.1613 0.0 -0.1 0.0
C 10.0588 -0.1453 -4.1018 0.0 0.0 -0.3
C 9.7238 -1.5726 -3.7488 0.1 0.4 0.0
C 10.9103 -2.4714 -3.4925 0.0 -0.1 0.2
O 10.3815 -3.7612 -3.8204 0.0 0.1 -0.1
C 9.3975 -3.5719 -4.7357 -0.1 -0.1 -0.1
O 8.8693 -4.4411 -5.3477 0.0 0.0 0.0
O 9.1034 -2.2534 -4.8545 0.1 -0.2 0.1
H 9.1856 0.3581 -4.5150 0.0 0.0 0.1
H 10.3913 0.3985 -3.2179 0.0 0.0 0.0
H 10.8463 -0.1021 -4.8566 0.0 0.0 0.0
H 9.0237 -1.5996 -2.9091 0.0 -0.1 0.0
H 11.2542 -2.4499 -2.4610 -0.1 -0.2 0.0
H 11.7498 -2.2616 -4.1609 0.0 0.1 0.0

***

147
Properties=species:S:1:pos:R:3:forces:R:3 method="wB97M-V/def2-TZVPD" molar_mass_g_mol=857.24 fmax_ev_per_a=8.828 charge=+1 e_homo_ev="-10.379 / -10.801" spin_multiplicity=3
C 0.6955 -1.0414 6.5586 1.1 -0.4 -0.8
C 0.9107 0.4856 6.0020 0.5 -0.6 0.2
P -0.6272 1.1677 5.0183 -0.6 0.4 0.3
C -1.8867 -0.2809 4.6847 -0.5 -0.1 -0.1
C -0.0377 1.9269 3.3234 1.4 0.5 -3.3
N -0.5807 3.3467 3.0561 2.4 -1.2 -3.2
C -0.2687 4.1648 1.8214 1.9 -3.8 0.0
C 0.7387 3.5456 0.6868 -0.8 -1.5 2.4
C 1.0447 4.4864 -0.6353 -1.2 0.6 0.8
C -0.3679 5.0730 -1.3115 0.5 -0.6 -0.9
C 0.0406 5.5665 -2.8342 -1.2 0.2 -0.4
C 0.7930 7.0295 -2.8861 0.3 -0.6 0.3
C 2.3838 6.9492 -3.2776 0.0 1.2 0.1
N 2.6809 6.1977 -4.5661 0.9 0.8 0.2
C 1.3693 2.0111 0.9008 -2.2 2.4 2.0
C 2.3758 1.4917 -0.2834 0.7 -4.4 -4.0
O 2.2527 0.3832 -1.0152 0.2 7.0 5.3
O 3.5247 2.3985 -0.6042 -1.1 -3.5 0.3
C 4.5728 1.6797 -1.3439 3.7 -1.8 -3.5
C 4.9672 2.0804 -2.9204 2.4 -4.1 3.5
C 6.2192 1.1378 -3.4700 -0.8 0.2 2.0
C 6.9952 -0.0184 -2.6297 -3.6 2.8 1.0
N 6.5723 -0.3408 -1.2375 -2.4 4.3 -3.1
C 5.4602 0.4833 -0.6857 -0.2 0.9 -1.3
C 0.9442 1.1631 2.2558 -1.0 3.3 -0.8
C 1.4877 -0.3618 2.5048 0.6 0.1 -0.9
C 0.8632 -1.4766 1.4256 -0.4 0.2 0.9
C -0.5138 -2.0402 2.1201 -0.1 0.2 -1.0
C -1.2419 -3.2707 1.3194 -0.3 -0.3 0.5
C -0.2405 -4.2178 0.4329 -1.6 -1.2 0.5
C -0.7958 -5.7744 0.5973 0.0 -0.6 -0.8
C -0.9567 -6.5434 -0.8789 0.3 -0.9 1.3
C -2.5146 -6.9712 -1.1986 -0.6 -0.1 -0.6
C -3.3584 -5.8761 -2.0797 -0.8 -0.3 -0.7
C -3.0097 -5.9268 -3.7123 -0.3 0.4 0.3
C -1.6438 -5.0916 -4.1029 -0.5 -0.6 1.2
O -0.6060 -6.1097 -4.4043 0.6 2.5 0.8
C 0.7510 -5.5578 -4.2391 0.9 0.0 -0.6
H -0.2877 -1.2035 7.1892 2.1 0.4 -1.4
H 0.7476 -1.7636 5.6097 -0.4 1.4 2.2
H 1.6528 -1.3259 7.2046 -2.2 0.7 -1.2
H 1.8070 0.5372 5.2400 -1.5 -0.1 1.9
H 1.0796 1.1706 6.9520 -0.3 -1.1 -2.3
H -1.3871 -1.3377 4.7281 -1.1 2.1 -0.2
H -2.7275 -0.1824 5.5251 2.0 -0.2 -1.8
H -2.3969 -0.0628 3.6494 1.0 -0.6 2.1
H -1.2417 3.7976 3.7583 1.2 -1.1 -1.0
H -0.7635 5.2282 1.7081 1.1 -2.5 0.4
H 1.6315 5.4476 -0.2468 -0.9 -2.3 -0.9
H 1.6127 3.9390 -1.4993 -0.9 0.9 2.1
H -0.8360 5.9504 -0.6944 1.0 -1.6 -1.1
H -1.1904 4.2294 -1.4302 1.8 1.6 0.4
H -0.9896 5.6847 -3.4195 2.2 -0.2 1.2
H 0.6300 4.7167 -3.4231 -1.1 1.9 1.4
H 0.2011 7.7049 -3.6463 1.3 -1.2 1.6
H 0.7334 7.4819 -1.7861 0.1 -0.7 -2.4
H 3.0081 6.4576 -2.3972 -1.3 0.9 -1.9
H 2.7654 8.0552 -3.4443 -0.8 -2.0 0.9
H 2.3979 6.7571 -5.4176 0.3 -0.7 1.5
H 3.7365 6.1452 -4.6293 -1.7 0.0 0.0
H 4.4315 2.9166 -3.5381 1.2 -1.9 1.3
H 6.6105 1.3553 -4.5716 -1.0 -0.5 2.6
H 7.8973 -0.5882 -3.1596 -2.3 1.3 1.6
H 5.1670 0.2294 0.4458 0.8 0.5 -2.8
H 2.6720 -0.3415 2.3765 -2.5 0.2 0.2
H 1.2693 -0.8076 3.5635 0.2 1.4 -1.9
H 0.5594 -1.0016 0.4006 1.0 -0.9 1.9
H 1.7171 -2.2961 1.3219 -2.1 1.8 0.0
H -0.2641 -2.4126 3.2007 -0.6 0.9 -1.9
H -1.2863 -1.1301 2.0990 1.8 -1.9 0.5
H -2.1404 -2.9008 0.6261 2.1 -0.6 1.5
H -1.7672 -3.9428 2.1544 1.2 1.4 -1.8
H 0.8736 -4.2349 0.7914 -2.2 0.4 -0.9
H -0.3951 -3.9288 -0.6918 0.8 -0.4 2.1
H -0.0495 -6.4007 1.2714 -1.6 1.4 -1.4
H -1.8552 -5.8458 1.0960 2.1 0.5 -0.8
H -0.4587 -5.8679 -1.6953 -1.2 -1.6 1.4
H -0.3440 -7.5576 -0.7598 -1.2 2.2 -0.6
H -3.1529 -7.1854 -0.2149 1.7 0.5 -1.9
H -2.5536 -7.9926 -1.8134 0.2 2.2 1.3
H -4.5165 -6.1562 -2.0168 2.5 0.5 0.0
H -3.2775 -4.7697 -1.6663 0.1 -2.2 -0.8
H -2.9571 -7.0630 -4.0372 0.2 2.4 0.6
H -3.9040 -5.4488 -4.2997 1.6 -0.9 1.2
H -1.8004 -4.3206 -4.9778 0.4 -1.7 1.5
H -1.3406 -4.4763 -3.1289 -0.5 -1.2 -2.0
H 0.8224 -4.4385 -4.6247 -0.2 -2.3 0.6
H 1.1497 -5.5607 -3.1361 -1.1 -0.1 -1.8
H 1.4849 -6.2668 -4.8580 -1.7 1.7 1.3
C -4.4185 10.4366 -2.3231 -0.3 -0.1 -0.2
C -3.1600 10.2148 -3.2085 -0.2 1.0 1.9
C -2.8786 11.4685 -4.0793 0.1 -0.2 -0.3
C -3.8122 11.6104 -5.2687 -0.1 -0.1 -0.1
C -3.7847 10.3398 -6.1151 0.3 0.1 0.4
C -4.1126 9.0638 -5.2938 -1.6 -0.7 -1.3
N -3.3178 8.9580 -4.0169 4.7 0.1 -2.2
O -2.0250 8.5217 -4.3669 -3.5 0.7 1.2
C -5.6347 9.0422 -4.9898 -0.2 0.1 0.2
C -3.9195 7.8217 -6.2320 0.7 0.2 0.4
C -2.0079 10.1325 -2.1439 0.1 -0.5 -0.7
H -4.4457 11.4593 -1.9349 0.2 -0.1 -0.1
H -5.3674 10.2831 -2.8303 0.1 0.0 -0.1
H -4.4210 9.7581 -1.4607 0.1 0.1 -0.2
H -1.8475 11.4317 -4.4574 -0.1 -0.2 0.1
H -2.9394 12.3771 -3.4685 0.0 -0.3 0.2
H -4.8290 11.8332 -4.9297 0.0 0.0 0.0
H -3.4988 12.4615 -5.8829 -0.1 -0.1 0.1
H -4.4909 10.4506 -6.9450 0.0 -0.3 0.2
H -2.7892 10.2476 -6.5711 -0.1 -0.1 0.2
H -5.8803 8.2765 -4.2443 0.1 0.2 -0.1
H -6.2188 8.8099 -5.8893 0.4 0.0 0.1
H -6.0225 10.0025 -4.6489 0.1 -0.1 0.1
H -2.9080 7.7626 -6.6517 -0.2 0.0 0.3
H -4.5997 7.8676 -7.0914 0.0 0.3 0.4
H -4.1294 6.8904 -5.6966 0.1 0.1 0.0
H -2.1022 9.2335 -1.5222 0.0 0.1 -0.2
H -2.0376 10.9995 -1.4729 -0.3 -0.1 -0.3
H -1.0126 10.1278 -2.6008 -0.2 -0.1 0.0
C 2.1879 -10.5771 6.4085 0.1 0.3 0.2
C 1.6489 -10.2051 4.9987 0.5 -1.9 0.9
C 2.8107 -10.1368 3.9717 -0.1 0.3 -0.2
C 3.6579 -8.8818 4.0877 0.0 0.1 0.0
C 2.7750 -7.6393 3.9972 -0.1 -0.4 -0.1
C 1.6278 -7.6402 5.0433 0.5 1.8 0.8
N 0.8525 -8.9330 5.0743 -1.5 0.1 -4.9
O -0.0206 -8.9208 3.9690 1.9 0.0 3.2
C 2.2262 -7.3318 6.4419 0.1 -0.2 0.2
C 0.7169 -6.3943 4.7633 -0.3 -0.7 -0.4
C 0.7845 -11.4621 4.6246 -0.3 0.8 -0.3
H 2.9750 -11.3339 6.3369 -0.2 0.0 -0.2
H 2.6176 -9.7496 6.9670 0.0 0.0 -0.1
H 1.3919 -10.9904 7.0409 0.1 0.1 -0.2
H 2.4050 -10.1814 2.9515 -0.2 0.0 0.2
H 3.4595 -11.0150 4.0726 -0.3 0.0 0.2
H 4.2258 -8.8914 5.0236 0.0 0.0 0.0
H 4.3968 -8.8606 3.2794 0.0 0.0 0.1
H 3.4012 -6.7489 4.1194 -0.3 0.0 0.2
H 2.3579 -7.5826 2.9822 -0.1 -0.1 0.2
H 1.4962 -7.5229 7.2375 0.1 -0.1 -0.2
H 2.5215 -6.2783 6.5270 -0.2 -0.2 -0.3
H 3.1363 -7.8921 6.6575 -0.1 -0.1 0.0
H 0.3116 -6.3879 3.7443 0.0 -0.2 0.3
H 1.2833 -5.4608 4.8679 0.2 -0.4 0.1
H -0.1176 -6.3529 5.4704 0.1 -0.1 -0.1
H -0.0971 -11.5476 5.2722 0.2 0.1 -0.1
H 1.3683 -12.3830 4.7427 0.1 0.4 0.2
H 0.4423 -11.4430 3.5845 0.0 0.2 0.2

***

14
Properties=species:S:1:pos:R:3:forces:R:3 method="wB97M-V/def2-TZVPD" molar_mass_g_mol=213.83 fmax_ev_per_a=7.395 charge=+2 relative_energy_ev=1.3372 e_homo_ev=-17.132
Al -4.1685 -5.5892 -6.0371 -0.1 -0.1 -0.1
O -2.2791 -0.6168 -1.6535 1.9 2.4 2.6
C -1.5499 -0.0589 -0.8476 -0.6 -4.2 -3.0
O -0.3737 -0.5763 -0.4463 -0.3 1.7 0.7
B 0.2729 0.4037 0.4873 0.3 -1.4 0.4
O -0.6550 1.4650 0.7265 -1.4 -0.6 -1.1
C -1.7424 1.2509 -0.0303 -3.9 4.1 2.2
O -2.7936 1.8944 0.0168 4.0 -2.4 -0.6
O 1.5147 0.9301 -0.0197 1.1 0.6 0.0
C 2.5399 0.8045 0.7674 5.2 2.1 -4.9
O 3.6952 1.1372 0.4406 -4.4 -1.4 2.5
C 2.0799 -0.1278 1.9589 -1.0 -3.4 5.3
O 0.7792 -0.2843 1.7307 0.7 0.2 -0.1
O 2.6805 -0.6325 2.9062 -1.4 2.4 -4.1